Entry 1:
Density functional theory data (ωB97M-V with the def2-TZVPD basis set) for the molecule FH2ISi in a non-equilibrium geometry.

The SMILES is F[SiH2]I. The value obtained for the lowest unoccupied orbital energy is 0.493 eV. For the energy above the lowest of the compared OMol25 structures with the same formula, charge and spin, the calculation gives 9.9 kJ/mol. The calculation puts the gap between HOMO and LUMO at 10.45 eV. For the total energy, the calculation gives -688.3201 Ha. The calculation puts the strongest force on any atom at 2.40 eV/A.

Geometry as XYZ:
```
5
Properties=species:S:1:pos:R:3:lowdin_charge:R:1
F -0.399 -1.696 0.016 -0.273
Si -0.211 -0.102 0.084 0.030
I 2.146 0.390 -0.072 0.376
H -0.721 0.858 1.169 -0.070
H -0.815 0.550 -1.196 -0.064
```

Entry 2:
Density functional theory data (ωB97M-V with the def2-TZVPD basis set) for a cluster of 2 separate species, H4O2 in total in a non-equilibrium geometry.

The SMILES is O.O. The value obtained for the lowest unoccupied orbital energy is 0.808 eV. For the energy above the lowest of the compared OMol25 structures with the same formula, charge and spin, the calculation gives 43.6 kJ/mol. The calculation puts the gap between HOMO and LUMO at 11.97 eV. For the total energy, the calculation gives -152.8583 Ha. The calculation puts the strongest force on any atom at 3.82 eV/A.

Geometry as XYZ:
```
6
Properties=species:S:1:pos:R:3:lowdin_charge:R:1
O -1.358 0.199 -0.969 -0.177
H -0.742 -0.335 -0.312 0.054
H -1.273 -0.325 -1.876 0.091
O 1.235 -0.155 0.910 -0.091
H 1.357 0.694 0.451 0.049
H 0.782 -0.078 1.796 0.074
```

Entry 3:
Density functional theory data (ωB97M-V with the def2-TZVPD basis set) for the ion C3H6NO2S with charge -1 in a non-equilibrium geometry.

The value obtained for the lowest unoccupied orbital energy is 3.970 eV. Its net charge is -1. For the energy above the lowest of the compared OMol25 structures with the same formula, charge and spin, the calculation gives 262.3 kJ/mol. The calculation puts the gap between HOMO and LUMO at 7.15 eV. For the total energy, the calculation gives -721.3087 Ha. The calculation puts the strongest force on any atom at 3.54 eV/A.

Geometry as XYZ:
```
13
Properties=species:S:1:pos:R:3:lowdin_charge:R:1
C -0.305 -0.289 1.141 -0.195
C -0.409 -0.375 -0.347 -0.353
C -1.656 0.218 -1.059 -0.067
N 0.660 0.546 0.317 -0.238
O 2.800 0.421 1.531 -0.561
O 2.743 0.547 -1.031 -0.567
S 2.291 -0.092 0.239 0.555
H -0.878 0.262 1.915 0.104
H 0.181 -1.144 1.510 0.049
H 0.177 -1.138 -0.864 0.098
H -1.593 1.284 -0.844 0.070
H -2.387 -0.137 -0.395 0.034
H -1.625 -0.104 -2.114 0.072
```

Entry 4:
Density functional theory data (ωB97M-V with the def2-TZVPD basis set) for a structure of composition C53H49N3NiO6P2S3 in a non-equilibrium geometry.

The value obtained for the lowest unoccupied orbital energy (spin up / spin down) is 0.361 / 0.281 eV. For the energy above the lowest of the compared OMol25 structures with the same formula, charge and spin, the calculation gives 0.0 kJ/mol. The calculation puts the gap between HOMO and LUMO (spin up / spin down) at 7.95 / 7.95 eV. For the total energy, the calculation gives -6050.3627 Ha. Its expectation value of S² is 2.01. As for the spin multiplicity: 3. The calculation puts the strongest force on any atom at 2.40 eV/A.

Geometry as XYZ:
```
117
Properties=species:S:1:pos:R:3:lowdin_charge:R:1
Ni 0.695 0.562 -0.257 0.419
C -1.503 -6.601 2.839 -0.393
S -2.520 -6.088 1.423 0.795
C -1.228 -5.851 0.156 -0.483
C -0.395 -4.594 0.365 -0.233
C -1.291 -3.350 0.335 -0.243
N -0.602 -2.075 0.232 -0.392
P -0.206 -1.294 -1.231 1.011
C 0.519 -2.688 -2.180 -0.332
C 1.820 -3.038 -1.823 -0.125
C 2.426 -4.154 -2.368 -0.070
C 1.736 -4.925 -3.293 -0.078
C 0.455 -4.565 -3.676 -0.073
C -0.156 -3.449 -3.126 -0.070
C -1.690 -0.942 -2.225 -0.353
C -3.019 -1.214 -1.933 -0.079
C -4.013 -0.789 -2.801 -0.062
C -3.690 -0.076 -3.943 -0.073
C -2.364 0.217 -4.228 -0.073
C -1.373 -0.211 -3.370 -0.123
P 0.127 -1.082 1.450 1.049
C 1.322 -2.322 2.132 -0.303
C 2.587 -2.407 1.568 -0.113
C 3.468 -3.395 1.969 -0.066
C 3.093 -4.308 2.940 -0.079
C 1.840 -4.215 3.525 -0.091
C 0.957 -3.225 3.128 -0.106
C -0.820 -0.813 2.989 -0.333
C -0.138 0.089 3.808 -0.088
C -0.664 0.486 5.021 -0.069
C -1.909 0.019 5.410 -0.085
C -2.597 -0.868 4.600 -0.076
C -2.049 -1.310 3.405 -0.107
H -2.185 -6.793 3.662 0.029
H -0.815 -5.804 3.107 0.009
H -0.963 -7.509 2.585 0.035
H -1.776 -5.797 -0.786 0.070
H -0.602 -6.743 0.152 0.077
H 0.347 -4.540 -0.431 0.092
H 0.141 -4.648 1.312 0.081
H -1.913 -3.354 1.233 0.082
H -1.954 -3.434 -0.533 0.106
H 2.338 -2.427 -1.095 0.087
H 3.428 -4.424 -2.069 0.109
H 2.196 -5.811 -3.708 0.104
H -0.072 -5.164 -4.404 0.105
H -1.157 -3.176 -3.429 0.107
H -3.288 -1.749 -1.036 0.103
H -5.046 -1.009 -2.573 0.110
H -4.471 0.252 -4.614 0.106
H -2.108 0.787 -5.108 0.109
H -0.332 0.024 -3.557 0.099
H 2.892 -1.661 0.847 0.059
H 4.452 -3.439 1.533 0.108
H 3.777 -5.085 3.253 0.102
H 1.551 -4.916 4.296 0.102
H -0.015 -3.149 3.597 0.103
H 0.809 0.486 3.464 0.100
H -0.113 1.164 5.657 0.104
H -2.346 0.348 6.342 0.101
H -3.581 -1.209 4.894 0.106
H -2.581 -2.045 2.817 0.093
C 3.509 2.216 -4.123 -0.056
C 3.185 0.872 -4.050 -0.042
C 2.470 0.418 -2.953 -0.123
N 2.066 1.210 -1.968 0.019
C 2.385 2.496 -2.037 -0.132
C 3.102 3.042 -3.089 -0.039
H 4.072 2.607 -4.959 0.109
H 3.481 0.184 -4.828 0.107
H 2.212 -0.630 -2.869 0.086
H 2.046 3.122 -1.223 0.108
H 3.340 4.094 -3.100 0.108
O -0.483 1.898 -1.496 -0.548
S -1.887 2.129 -1.048 1.088
C -2.531 3.250 -2.341 -0.327
C -3.889 3.524 -2.319 -0.071
C -4.426 4.393 -3.254 -0.077
C -3.605 4.975 -4.210 -0.092
C -2.253 4.673 -4.244 -0.080
C -1.714 3.803 -3.309 -0.077
C -1.754 3.531 0.098 -0.312
C -0.679 4.388 -0.043 -0.083
C -0.553 5.478 0.800 -0.080
C -1.504 5.705 1.782 -0.090
C -2.576 4.839 1.918 -0.069
C -2.708 3.751 1.073 -0.053
H -4.501 3.057 -1.563 0.112
H -5.485 4.612 -3.249 0.104
H -4.023 5.663 -4.933 0.100
H -1.622 5.113 -5.004 0.101
H -0.666 3.546 -3.313 0.102
H 0.054 4.194 -0.812 0.096
H 0.281 6.158 0.688 0.104
H -1.417 6.560 2.438 0.099
H -3.315 5.013 2.684 0.102
H -3.537 3.069 1.170 0.098
O -3.786 1.046 0.337 -0.095
C -2.924 0.320 0.815 -0.568
O -1.681 0.385 0.648 -0.267
H -3.280 -0.510 1.481 0.119
O 0.755 2.092 1.233 0.009
C 1.977 1.895 1.313 -0.561
N 2.562 0.852 0.739 -0.097
S 4.201 0.955 0.830 0.658
O 4.753 1.236 -0.469 -0.293
O 4.773 -0.160 1.533 -0.292
C 4.225 2.423 1.873 -0.184
C 5.241 3.128 2.475 -0.029
C 4.893 4.218 3.269 -0.063
C 3.566 4.589 3.438 -0.061
C 2.551 3.886 2.810 0.010
C 2.903 2.791 2.039 -0.135
H 6.273 2.842 2.337 0.121
H 5.666 4.782 3.766 0.106
H 3.327 5.431 4.072 0.107
H 1.508 4.149 2.900 0.118
```

Entry 5:
Density functional theory data (ωB97M-V with the def2-TZVPD basis set) for the molecule C4H8O2.

The SMILES is CC(=O)[C@H](C)O. The value obtained for the lowest unoccupied orbital energy is 0.887 eV. For the energy above the lowest of the compared OMol25 structures with the same formula, charge and spin, the calculation gives 77.4 kJ/mol. The calculation puts the gap between HOMO and LUMO at 11.22 eV. For the total energy, the calculation gives -307.6829 Ha. The calculation puts the strongest force on any atom at 0.47 eV/A.

Geometry as XYZ:
```
14
Properties=species:S:1:pos:R:3:lowdin_charge:R:1
C -1.720 0.205 0.786 -0.004
C -0.722 -0.590 -0.043 -0.352
O -1.146 -1.559 -0.643 0.074
C 0.777 -0.247 -0.291 -0.385
C 0.910 1.139 -0.918 -0.042
O 1.287 -1.221 -1.157 -0.035
H -1.334 0.632 1.714 0.082
H -2.149 1.021 0.189 0.092
H -2.545 -0.479 1.010 0.086
H 1.376 -0.267 0.636 0.151
H 0.291 1.197 -1.819 0.091
H 0.611 1.922 -0.212 0.080
H 1.951 1.306 -1.212 0.085
H 0.512 -1.775 -1.373 0.077
```